[1]
A structure of composition C2H8N5 in a non-equilibrium geometry. Source: OMol25; level of theory: the ωB97M-V functional and the def2-TZVPD basis.

Calculated values
Molar mass, g mol⁻¹: 102.1
Net charge: +1
Highest occupied orbital energy, eV: -14.60
Spin multiplicity: 1
Gap between HOMO and LUMO, eV: 9.84
Electronic energy, Eh: -354.34487

Atoms and positions in Å:
C1 0.3889 2.1777 0.6692
C2 -0.5030 -1.6080 -0.8310
N1 -0.3319 1.3696 -0.2911
N2 0.1255 0.9783 1.5936
N3 0.7129 -0.8840 -1.0798
N4 -0.9054 -0.8188 0.3893
N5 -0.3778 0.3994 0.4906
H1 1.4881 2.0991 0.4956
H2 -0.0163 3.2079 0.8188
H3 -1.4188 -1.6245 -1.5269
H4 -0.2614 -2.7204 -0.4632
H5 0.5353 -0.3337 -1.9127
H6 0.7557 0.3948 2.1199
H7 1.5410 -1.4600 -1.2979
H8 -1.7328 -1.1775 0.8255

***

[2]
A cluster of 2 separate species, C4H10N2O in total in a non-equilibrium geometry. Source: OMol25; level of theory: the ωB97M-V functional and the def2-TZVPD basis.

Calculated values
Molar mass, g mol⁻¹: 102.1
Highest occupied orbital energy, eV: -8.39
Spin multiplicity: 1
Structure (SMILES): [H]/N=C(/C)N.C=CO
Gap between HOMO and LUMO, eV: 9.16
Electronic energy, Eh: -343.13104

Atoms and positions in Å:
H1 -0.5421 -1.9283 0.8166
N1 -0.4410 -1.3820 -0.0342
C1 -1.0939 -0.2857 -0.0753
C2 -1.1745 0.5631 -1.3063
N2 -2.0627 0.0142 0.8892
H2 -2.0530 0.3032 -1.8960
H3 -1.2535 1.6159 -1.0368
H4 -0.2818 0.4336 -1.9089
H5 -2.2578 -0.6714 1.6020
H6 -2.8780 0.5432 0.6214
C3 1.9003 0.4394 1.1676
C4 2.2492 0.3189 -0.1210
O1 1.9872 -0.6701 -1.0057
H7 2.4437 1.1247 1.7949
H8 1.1988 -0.1515 1.7297
H9 3.0545 0.9228 -0.5310
H10 1.2048 -1.1900 -0.7063

***

[3]
The ion C2H6NO2S with charge -1 in a non-equilibrium geometry. Source: OMol25; level of theory: the ωB97M-V functional and the def2-TZVPD basis.

Calculated values
Molar mass, g mol⁻¹: 108.1
Net charge: -1
Highest occupied orbital energy, eV: -3.55
Spin multiplicity: 1
Structure (SMILES): CN=[S@@](C)(=O)[O-]
Gap between HOMO and LUMO, eV: 7.56
Electronic energy, Eh: -683.13594

Atoms and positions in Å:
C1 0.2263 -1.9719 -0.4726
N1 0.4705 -0.8459 0.2705
S1 0.0716 0.5470 -0.3489
C2 -0.3600 1.5831 1.0640
O1 1.3664 1.5002 -1.3218
O2 -1.1472 0.4918 -1.1974
H1 1.1689 -2.1788 -1.0164
H2 -0.6682 -1.6474 -1.1142
H3 0.2410 -2.8154 0.2559
H4 -1.0680 2.3117 0.6532
H5 -0.8161 0.9863 1.7531
H6 0.5149 2.0391 1.4748

***

[4]
A cluster of 6 separate species, C28H68N2O11 in total in a non-equilibrium geometry. Source: OMol25; level of theory: the ωB97M-V functional and the def2-TZVPD basis.

Calculated values
Molar mass, g mol⁻¹: 608.9
Highest occupied orbital energy, eV: -9.21
Spin multiplicity: 1
Structure (SMILES): NC[C@@H](O)COC(=O)NCOCOCCO.CCOCC.CCOCC.CCOCC.CCOCC.CCOCC
Gap between HOMO and LUMO, eV: 9.81
Electronic energy, Eh: -2044.65339

Atoms and positions in Å:
N1 7.0123 3.4452 2.6979
C1 7.9501 2.9487 1.6827
C2 7.2304 2.3694 0.4988
O1 8.1692 1.8595 -0.4593
C3 6.2982 1.2160 0.8514
O2 6.4409 0.7986 2.2401
C4 5.2504 0.5472 2.8341
O3 4.9688 1.0979 3.8039
N2 4.4531 -0.4125 2.2719
C5 3.0574 -0.0135 2.2381
O4 2.8456 1.1431 1.4683
C6 2.4809 2.2947 2.1884
O5 1.4513 2.9355 1.4796
C7 0.1901 2.7944 2.1059
C8 -0.8160 3.6973 1.4114
O6 -0.8721 3.3968 0.0299
H1 7.3876 4.2734 3.1452
H2 6.9823 2.7395 3.4239
H3 8.5014 3.8138 1.3221
H4 8.7107 2.2841 2.0732
H5 6.6436 3.1367 0.0017
H6 8.3451 2.5763 -1.0742
H7 5.2711 1.5140 0.6748
H8 6.5408 0.3719 0.2133
H9 4.7407 -0.6578 1.3322
H10 2.6782 0.0499 3.2487
H11 2.5271 -0.8260 1.7552
H12 2.1151 2.0737 3.1878
H13 3.2964 3.0042 2.2755
H14 -0.1180 1.7534 2.0266
H15 0.2186 3.1163 3.1463
H16 -0.4163 4.7004 1.5287
H17 -1.7851 3.6031 1.8714
H18 -0.1023 3.8200 -0.3614
C9 8.2080 8.6250 0.6483
C10 7.4479 7.9494 1.7773
O7 8.1484 6.8757 2.3793
C11 9.3944 7.1921 2.9755
C12 9.3012 8.2178 4.0921
H19 8.4653 7.8996 -0.1251
H20 7.5984 9.4114 0.2023
H21 9.1364 9.0810 0.9947
H22 6.5287 7.5175 1.3812
H23 7.1471 8.6810 2.5351
H24 10.1109 7.5135 2.2114
H25 9.7750 6.2541 3.3820
H26 8.9318 9.1800 3.7354
H27 10.2841 8.3814 4.5353
H28 8.6206 7.8715 4.8713
C13 -1.0174 -1.4700 0.3853
C14 -2.4597 -1.7928 0.7425
O8 -3.2590 -0.6514 0.9867
C15 -3.3913 0.2584 -0.0931
C16 -4.0207 -0.3492 -1.3356
H29 -0.5516 -0.8814 1.1782
H30 -0.4481 -2.3908 0.2500
H31 -0.9428 -0.8941 -0.5380
H32 -2.4733 -2.3729 1.6660
H33 -2.9206 -2.4222 -0.0272
H34 -2.4219 0.7120 -0.3262
H35 -4.0295 1.0646 0.2699
H36 -3.4176 -1.1598 -1.7473
H37 -4.1322 0.4105 -2.1100
H38 -5.0061 -0.7575 -1.1027
C17 -6.7154 -7.0799 0.0271
C18 -5.2629 -6.6377 0.0808
O9 -4.9927 -5.4572 -0.6537
C19 -5.6987 -4.2961 -0.2548
C20 -5.4424 -3.8802 1.1832
H39 -7.0310 -7.2348 -1.0058
H40 -6.8482 -8.0124 0.5767
H41 -7.3832 -6.3369 0.4667
H42 -4.6367 -7.4129 -0.3617
H43 -4.9301 -6.5246 1.1188
H44 -6.7720 -4.4225 -0.4373
H45 -5.3628 -3.5013 -0.9228
H46 -5.7683 -4.6400 1.8951
H47 -5.9774 -2.9575 1.4105
H48 -4.3782 -3.7136 1.3441
C21 -0.3430 2.6819 -4.2774
C22 1.0593 3.1760 -4.5934
O10 1.8444 3.4450 -3.4465
C23 2.0740 2.3505 -2.5739
C24 2.7946 1.1886 -3.2362
H49 -0.8714 3.4059 -3.6550
H50 -0.9070 2.5343 -5.1993
H51 -0.3312 1.7328 -3.7397
H52 0.9926 4.1200 -5.1350
H53 1.5782 2.4737 -5.2554
H54 1.1329 2.0225 -2.1181
H55 2.6870 2.7397 -1.7603
H56 2.2160 0.7596 -4.0552
H57 2.9803 0.3977 -2.5081
H58 3.7509 1.5178 -3.6462
C25 -10.1859 -9.0822 -4.4591
C26 -9.9402 -9.7854 -3.1346
O11 -9.5475 -8.9177 -2.0872
C27 -10.4671 -7.8955 -1.7439
C28 -11.8177 -8.4183 -1.2848
H59 -9.2933 -8.5389 -4.7728
H60 -10.4426 -9.8098 -5.2299
H61 -11.0041 -8.3636 -4.3955
H62 -9.1210 -10.4949 -3.2538
H63 -10.8179 -10.3701 -2.8372
H64 -10.5824 -7.1931 -2.5770
H65 -10.0039 -7.3366 -0.9300
H66 -12.3275 -8.9811 -2.0677
H67 -12.4639 -7.5887 -0.9954
H68 -11.6969 -9.0820 -0.4273

***

[5]
A cluster of 2 separate species, C2H3BrO in total in a non-equilibrium geometry. Source: OMol25; level of theory: the ωB97M-V functional and the def2-TZVPD basis.

Calculated values
Molar mass, g mol⁻¹: 122.9
Highest occupied orbital energy, eV: -10.09
Spin multiplicity: 1
Gap between HOMO and LUMO, eV: 10.93
Electronic energy, Eh: -2727.22605

Atoms and positions in Å:
C1 1.9727 -0.7056 -0.8098
C2 -0.8580 0.4681 0.4365
O1 3.0249 -1.0412 -0.7006
Br1 -2.2697 -0.4576 -0.5640
H1 -1.2637 1.0362 1.1451
H2 -0.3786 1.0824 -0.4539
H3 -0.2275 -0.3823 0.9467

***

[6]
A cluster of 9 separate species, C6H31O9 in total in a non-equilibrium geometry. Source: OMol25; level of theory: the ωB97M-V functional and the def2-TZVPD basis.

Calculated values
<S²>: 0.750
Molar mass, g mol⁻¹: 247.3
Highest occupied orbital energy (alpha / beta), eV: -2.70 / -10.19
Spin multiplicity: 2
Gap between HOMO and LUMO (alpha / beta), eV: 2.89 / 10.19
Electronic energy, Eh: -924.19729

Atoms and positions in Å:
O1 2.6406 -4.1226 -4.3436
H1 2.1969 -3.2854 -4.1893
H2 2.0116 -4.7795 -4.6510
H3 3.3807 -4.0756 -4.9533
O2 1.7356 -2.5292 -7.5475
H4 2.1094 -3.2869 -7.0977
H5 2.3038 -2.3961 -8.3062
O3 4.3735 -2.7306 -5.8896
H6 4.6774 -2.8163 -6.7933
H7 4.8753 -1.9961 -5.5363
O4 3.8473 -4.3015 -1.5660
H8 3.2306 -5.0222 -1.6942
H9 4.7105 -4.7056 -1.6541
O5 1.2289 -1.8942 -4.0302
H10 1.3128 -1.3021 -3.2828
H11 0.3921 -1.6583 -4.4306
O6 0.9359 -5.9263 -5.3612
H12 0.0590 -6.0630 -5.0027
H13 1.1187 -6.7234 -5.8586
O7 3.4620 -5.2286 -6.8691
H14 4.2278 -4.7556 -7.1948
H15 3.5609 -6.1146 -7.2177
C1 2.8835 -7.7352 -0.5278
C2 2.7303 -7.4817 -2.0451
C3 1.7859 -8.4831 -2.6850
O8 2.1073 -6.2375 -2.1602
H16 3.8138 -7.2979 -0.1655
H17 2.9140 -8.7987 -0.2907
H18 1.9590 -7.3488 -0.0986
H19 3.6517 -7.4675 -2.6272
H20 2.1060 -9.5202 -2.5841
H21 1.7188 -8.2866 -3.7551
H22 0.7682 -8.3635 -2.3136
H23 1.1794 -6.4463 -2.0298
C4 6.0088 -5.7488 -4.0263
C5 6.8568 -5.8614 -2.7406
C6 7.8015 -4.6967 -2.5607
O9 6.0382 -5.9461 -1.6506
H24 6.6652 -5.8843 -4.8860
H25 5.5228 -4.7762 -4.1039
H26 5.2016 -6.4812 -4.0233
H27 7.4774 -6.7572 -2.7649
H28 7.1665 -3.8634 -2.2601
H29 8.3593 -4.4854 -3.4730
H30 8.5060 -4.6704 -1.7294
H31 6.5534 -6.2451 -0.8977

***

> Among the records above, which one has the highest spin multiplicity?

C6H31O9

***

Repeat the third record exactly.
The ion C2H6NO2S with charge -1 in a non-equilibrium geometry. Source: OMol25; level of theory: the ωB97M-V functional and the def2-TZVPD basis.

Calculated values
Molar mass, g mol⁻¹: 108.1
Net charge: -1
Highest occupied orbital energy, eV: -3.55
Spin multiplicity: 1
Structure (SMILES): CN=[S@@](C)(=O)[O-]
Gap between HOMO and LUMO, eV: 7.56
Electronic energy, Eh: -683.13594

Atoms and positions in Å:
C1 0.2263 -1.9719 -0.4726
N1 0.4705 -0.8459 0.2705
S1 0.0716 0.5470 -0.3489
C2 -0.3600 1.5831 1.0640
O1 1.3664 1.5002 -1.3218
O2 -1.1472 0.4918 -1.1974
H1 1.1689 -2.1788 -1.0164
H2 -0.6682 -1.6474 -1.1142
H3 0.2410 -2.8154 0.2559
H4 -1.0680 2.3117 0.6532
H5 -0.8161 0.9863 1.7531
H6 0.5149 2.0391 1.4748

***

> Which formula does entry 6 have?

C6H31O9